(1)
Entry from the Open Molecules 2025 dataset: a molecular structure, C37H44Br2N3PdSi (ωB97M-V with the def2-TZVPD basis set).

Its HOMO energy is -16.5 eV. Its net charge is +3.

Element x y z (Å)
Pd  0.094  0.163  0.070
C  -2.331  3.701  -0.350
C  -2.453  4.091  0.972
C  -1.695  3.445  1.941
C  -0.854  2.420  1.564
N  -0.767  2.023  0.265
C  -1.496  2.646  -0.667
C  0.069  1.709  2.464
C  0.413  2.066  3.752
C  1.454  1.385  4.376
C  2.187  0.441  3.674
C  1.824  0.129  2.373
N  0.726  0.704  1.852
C  2.621  -0.648  1.405
C  3.742  -1.384  1.731
C  4.460  -1.997  0.711
C  4.024  -1.863  -0.594
C  2.870  -1.137  -0.846
N  2.193  -0.525  0.124
H  -2.882  4.194  -1.139
H  -3.122  4.894  1.251
H  -1.752  3.745  2.977
H  -1.383  2.311  -1.687
H  -0.091  2.883  4.248
H  1.737  1.645  5.387
H  3.062  -0.014  4.116
H  4.060  -1.479  2.760
H  5.348  -2.571  0.940
H  4.558  -2.314  -1.418
H  2.496  -1.042  -1.855
Br  -0.159  -0.064  -2.403
C  -2.055  -0.363  -2.392
C  -2.746  -0.509  -3.551
C  -4.142  -0.721  -3.457
C  -4.761  -0.777  -2.242
C  -4.040  -0.626  -1.029
C  -4.660  -0.699  0.241
C  -3.936  -0.578  1.391
C  -2.532  -0.358  1.346
C  -1.974  -0.282  0.119
C  -2.635  -0.407  -1.111
H  -2.262  -0.470  -4.517
H  -4.712  -0.841  -4.368
H  -5.829  -0.944  -2.185
H  -5.728  -0.867  0.287
H  -4.414  -0.655  2.359
H  -1.962  -0.303  2.263
C  0.689  -6.822  -1.688
C  0.339  -5.320  -1.587
C  -0.782  -5.016  -2.595
C  1.561  -4.500  -2.030
Si  -0.204  -5.001  0.201
Br  -0.179  -2.521  0.248
C  -2.035  -5.271  0.612
C  -2.344  -5.062  2.102
C  -3.011  -4.363  -0.157
C  -2.356  -6.738  0.243
C  1.057  -5.425  1.558
C  2.510  -5.300  1.076
C  0.805  -6.893  1.965
C  0.936  -4.539  2.810
H  0.914  -7.054  -2.731
H  -0.137  -7.470  -1.387
H  1.566  -7.093  -1.100
H  -0.397  -5.188  -3.602
H  -1.110  -3.974  -2.539
H  -1.652  -5.659  -2.471
H  1.829  -4.802  -3.045
H  2.438  -4.651  -1.403
H  1.328  -3.432  -2.056
H  -2.091  -4.051  2.430
H  -1.834  -5.775  2.750
H  -3.416  -5.201  2.259
H  -2.953  -3.332  0.199
H  -4.026  -4.718  0.035
H  -2.863  -4.367  -1.236
H  -1.690  -7.460  0.718
H  -2.333  -6.906  -0.834
H  -3.370  -6.965  0.583
H  2.759  -5.977  0.260
H  3.170  -5.550  1.911
H  2.743  -4.278  0.765
H  0.887  -7.584  1.124
H  -0.164  -7.044  2.440
H  1.570  -7.180  2.691
H  1.193  -3.500  2.591
H  1.646  -4.905  3.556
H  -0.051  -4.558  3.267

(2)
Entry from the Open Molecules 2025 dataset: a molecular structure, C39H32BrCl6InN2O12Te (ωB97M-V with the def2-TZVPD basis set).

Its HOMO energy is -2.9 eV. The energy above the lowest of the compared OMol25 structures with the same formula, charge and spin comes out at 37.72 kcal/mol. Its net charge is -2.

Element x y z (Å)
In  -1.530  -1.421  -0.826
C  -1.555  2.811  6.378
C  -0.650  3.554  5.386
C  0.626  3.971  6.120
C  -1.361  4.832  4.924
C  -0.363  2.653  4.192
C  -1.387  2.319  3.313
C  -1.134  1.478  2.258
Br  -2.564  1.098  1.055
C  0.127  0.878  1.958
O  0.251  0.114  0.933
C  1.164  1.227  2.879
C  0.876  2.086  3.935
C  2.624  0.758  2.795
C  3.024  0.121  4.136
C  2.937  -0.275  1.711
C  3.511  1.982  2.529
H  -1.810  3.450  7.226
H  -1.056  1.917  6.753
H  -2.480  2.495  5.896
H  0.373  4.647  6.940
H  1.318  4.487  5.454
H  1.144  3.113  6.547
H  -1.533  5.501  5.769
H  -2.327  4.612  4.473
H  -0.760  5.358  4.182
H  -2.389  2.704  3.443
H  1.695  2.335  4.595
H  2.350  -0.697  4.380
H  3.009  0.836  4.959
H  4.037  -0.281  4.064
H  2.282  -1.137  1.752
H  3.971  -0.608  1.845
H  2.866  0.165  0.717
H  3.379  2.751  3.292
H  3.270  2.422  1.562
H  4.563  1.688  2.519
Cl  -4.444  -2.062  0.913
C  -4.699  -1.300  -0.612
C  -3.600  -0.902  -1.350
C  -3.847  -0.307  -2.569
Cl  -2.475  0.157  -3.523
C  -5.126  -0.098  -3.068
Cl  -5.377  0.654  -4.601
C  -6.214  -0.505  -2.308
Cl  -7.819  -0.257  -2.892
C  -6.003  -1.112  -1.074
Cl  -7.365  -1.615  -0.140
O  -3.249  -3.627  -3.098
C  -2.263  -3.803  -2.406
O  -2.118  -3.415  -1.186
C  -1.045  -4.551  -2.897
C  -1.104  -5.852  -3.283
C  0.091  -6.517  -3.633
C  1.306  -5.884  -3.547
C  1.367  -4.552  -3.165
C  0.189  -3.780  -2.873
O  0.120  -2.540  -2.662
N  2.702  -4.016  -3.063
O  2.870  -2.856  -2.729
O  3.633  -4.783  -3.249
N  0.046  -7.888  -4.066
O  -1.046  -8.438  -4.123
O  1.094  -8.447  -4.366
H  -2.045  -6.377  -3.313
H  2.221  -6.412  -3.783
O  -0.831  -4.375  1.724
Cl  -0.292  -3.080  1.513
O  0.427  -2.643  2.660
O  0.527  -3.027  0.326
O  -1.422  -2.124  1.289
Te  0.978  -0.303  -1.482
C  1.308  1.781  -1.185
C  0.406  2.665  -0.612
C  0.751  3.997  -0.433
C  2.000  4.454  -0.822
C  2.902  3.575  -1.401
C  2.555  2.245  -1.583
C  0.882  0.164  -3.578
C  1.508  -0.656  -4.507
C  1.497  -0.325  -5.854
C  0.852  0.822  -6.288
C  0.224  1.643  -5.365
C  0.246  1.319  -4.017
H  -0.565  2.317  -0.302
H  0.040  4.671  0.026
H  2.272  5.490  -0.669
H  3.884  3.920  -1.703
H  3.269  1.564  -2.035
H  1.991  -1.565  -4.176
H  1.988  -0.977  -6.565
H  0.832  1.071  -7.342
H  -0.290  2.538  -5.688
H  -0.236  1.983  -3.309

(3)
Entry from the Open Molecules 2025 dataset: 11 unconnected molecules or ions with the total composition C3H25O12S2 in a non-equilibrium geometry (ωB97M-V with the def2-TZVPD basis set).

Its HOMO energy is -6.3 eV. Its net charge is -1.

Element x y z (Å)
C  -1.027  0.584  -0.314
C  -0.387  -0.880  -0.185
O  -0.678  -1.556  0.760
O  0.495  -1.091  -1.013
C  0.025  1.441  0.132
S  -0.572  3.293  0.144
S  0.536  4.216  1.432
H  -1.318  0.844  -1.255
H  -1.934  0.706  0.300
H  0.384  1.304  1.145
H  0.856  1.175  -0.570
H  0.169  3.726  2.597
H  -0.538  -1.838  3.008
H  0.104  -0.545  2.833
O  -0.270  -1.121  3.540
H  -3.913  -1.870  -0.223
H  -4.945  -0.678  -0.913
O  -4.627  -1.617  -0.794
H  2.267  0.187  -3.174
H  1.295  0.108  -1.952
O  1.917  0.688  -2.445
H  3.850  1.545  -0.226
H  3.296  0.552  -1.219
O  3.745  0.658  -0.475
H  0.414  -2.850  -0.762
H  -0.105  -3.799  0.338
O  0.326  -3.798  -0.586
H  2.123  -1.827  0.996
H  2.983  -0.544  0.924
O  2.661  -1.155  1.656
H  1.720  0.391  4.332
H  2.343  -0.009  3.036
O  2.053  0.723  3.595
H  -0.258  -3.850  -2.805
H  1.008  -3.535  -3.486
O  0.122  -3.855  -3.668
H  -1.639  0.230  -4.027
H  -1.042  -1.132  -4.271
O  -1.359  -0.377  -4.759
H  -2.477  -1.390  1.551
H  -3.556  -2.031  2.248
O  -3.407  -1.485  1.510

(4)
Entry from the Open Molecules 2025 dataset: 2 unconnected molecules or ions with the total composition C14H34BrNO4PS (ωB97M-V with the def2-TZVPD basis set).

Its HOMO energy is -11.5 eV. Its net charge is +1.

Element x y z (Å)
C  3.267  -0.446  1.716
C  1.973  -1.247  1.569
C  2.068  -2.083  0.306
S  0.603  -3.015  -0.210
Br  0.034  -4.062  1.586
C  -0.662  -1.726  -0.460
C  -2.072  -2.136  -0.048
C  -3.088  -1.196  -0.704
P  -4.726  -1.151  0.072
O  -5.613  -0.256  -0.663
O  -5.204  -2.654  0.133
C  -5.052  -3.560  1.246
C  -5.584  -4.908  0.823
O  -4.458  -0.848  1.614
C  -3.823  0.371  2.054
C  -4.571  1.626  1.642
H  4.138  -1.093  1.593
H  3.331  0.006  2.703
H  3.332  0.328  0.951
H  1.124  -0.563  1.515
H  1.816  -1.895  2.431
H  2.281  -1.472  -0.579
H  2.846  -2.845  0.379
H  -0.322  -0.840  0.073
H  -0.600  -1.554  -1.537
H  -2.275  -3.165  -0.351
H  -2.149  -2.091  1.039
H  -2.716  -0.169  -0.754
H  -3.284  -1.500  -1.735
H  -3.996  -3.616  1.526
H  -5.602  -3.159  2.097
H  -6.583  -4.798  0.403
H  -5.647  -5.570  1.686
H  -4.947  -5.369  0.068
H  -2.792  0.374  1.681
H  -3.775  0.282  3.137
H  -5.643  1.439  1.647
H  -4.302  1.964  0.643
H  -4.355  2.426  2.349
C  5.725  2.404  -1.728
C  4.244  2.453  -2.079
C  3.797  3.762  -2.740
O  3.711  4.855  -1.850
C  4.902  5.601  -1.673
N  3.455  2.148  -0.876
H  5.941  3.008  -0.846
H  6.027  1.381  -1.505
H  6.340  2.772  -2.550
H  4.044  1.660  -2.808
H  2.785  3.621  -3.130
H  4.450  4.007  -3.587
H  5.465  5.671  -2.608
H  5.550  5.171  -0.905
H  4.611  6.603  -1.362
H  2.473  2.093  -1.134
H  3.509  2.959  -0.263

(5)
Entry from the Open Molecules 2025 dataset: 4 unconnected molecules or ions with the total composition C5H16O3 in a non-equilibrium geometry (ωB97M-V with the def2-TZVPD basis set).

Its HOMO energy (alpha / beta) is -13.6 / -13.6 eV. The energy above the lowest of the compared OMol25 structures with the same formula, charge and spin comes out at 66.14 kcal/mol. Its net charge is +1. As for the multiplicity: 2. Its expectation value of S² is 0.75.

Element x y z (Å)
C  -1.794  -0.213  -0.586
C  -1.925  1.285  -0.651
C  -0.931  1.613  -1.736
C  -1.347  2.121  -2.898
C  0.567  1.592  -1.298
H  -0.830  -0.617  -0.269
H  -1.951  -0.520  0.455
H  -2.219  -0.842  -1.540
H  -2.971  1.442  -0.886
H  -1.717  1.765  0.302
H  -0.592  2.558  -3.527
H  -2.345  2.247  -3.278
H  1.239  2.437  -1.840
H  0.682  1.749  -0.230
H  0.845  0.647  -1.450
H  -0.068  -1.971  0.866
H  0.727  -1.162  1.838
O  0.774  -1.565  0.978
H  0.870  -2.175  3.662
H  2.364  -1.443  3.567
O  1.392  -1.384  3.572
H  3.137  -1.767  1.923
H  2.712  -2.995  1.249
O  3.381  -2.802  1.778

(6)
Entry from the Open Molecules 2025 dataset: a gas-phase ion, C2H4O2P (charge -1) in a non-equilibrium geometry (ωB97M-V with the def2-TZVPD basis set).

Its HOMO energy is -3.1 eV. The energy above the lowest of the compared OMol25 structures with the same formula, charge and spin comes out at 68.50 kcal/mol. Its net charge is -1. The SMILES is C=[PH2]C(=O)[O-].

Element x y z (Å)
C  1.181  0.766  -0.543
P  0.262  -0.323  0.408
C  -1.681  0.007  0.027
O  -1.922  1.137  0.315
O  -2.117  -0.967  -0.474
H  0.614  0.732  -1.424
H  2.340  0.688  -0.646
H  0.905  -0.286  1.684
H  0.419  -1.755  0.653